Record 1
Computed, not measured: 8 unconnected molecules or ions with the total composition C39H76F5N4O13S2 at a distorted geometry, with ωB97M-V/def2-TZVPD.

E ... -4023.80937 Ha
Lowest unoccupied orbital energy ... -0.1290 Eh
HOMO level ... -10.59 eV
Total charge ... +1
Molar mass ... 968.18 g mol⁻¹
F_max ... 7.4 eV/Å
Kohn-Sham gap ... 7.0843 eV
2S+1 ... 1

CARTESIAN COORDINATES (ANGSTROEM)
C  -1.56  -0.83  -0.35
C  -0.76  -1.64  -1.50
O  0.36  -0.80  -1.91
N  1.32  -1.51  -2.53
C  2.46  -0.90  -2.77
N  3.65  -1.52  -3.41
C  4.74  -0.83  -2.64
C  6.25  -1.25  -2.87
C  6.69  -2.46  -1.89
O  5.99  -3.69  -2.18
C  6.67  -2.05  -0.33
N  5.54  -2.62  0.44
C  4.25  0.68  -2.90
C  4.22  1.25  -4.40
S  2.57  1.93  -4.90
O  1.56  0.84  -5.19
O  2.05  2.98  -3.95
S  5.17  2.08  -2.02
O  6.59  2.11  -2.54
O  4.58  3.42  -2.38
C  5.08  1.96  -0.16
F  4.01  2.79  0.26
F  4.81  0.66  0.32
C  6.41  2.61  0.46
F  7.56  1.84  0.24
F  6.22  2.86  1.84
F  6.65  3.87  -0.11
N  2.81  0.51  -2.46
H  -0.89  -0.77  0.57
H  -1.73  0.24  -0.74
H  -2.56  -1.32  -0.11
H  -0.45  -2.63  -1.02
H  -1.51  -1.77  -2.35
H  1.23  -2.50  -2.82
H  3.70  -1.43  -4.44
H  4.39  -1.01  -1.57
H  6.37  -1.65  -3.93
H  7.00  -0.42  -2.69
H  7.80  -2.66  -2.14
H  6.56  -4.42  -1.83
H  7.64  -2.38  0.18
H  6.67  -0.91  -0.30
H  5.46  -3.64  0.32
H  4.65  -2.15  0.25
H  4.53  0.46  -5.18
H  4.97  2.11  -4.55
H  2.74  2.61  -6.13
H  2.73  0.47  -1.42
C  -1.30  3.37  1.21
C  -1.98  3.64  2.53
C  -2.20  2.24  3.07
O  -1.13  1.43  2.56
C  -0.44  2.16  1.54
H  -0.72  4.21  0.83
H  -2.05  3.09  0.46
H  -1.31  4.20  3.19
H  -2.91  4.21  2.44
H  -3.15  1.82  2.71
H  -2.20  2.21  4.16
H  0.53  2.47  1.95
H  -0.27  1.52  0.68
C  11.32  0.53  0.25
C  11.71  0.52  -1.22
C  11.44  -0.92  -1.60
O  10.36  -1.38  -0.78
C  10.14  -0.42  0.26
H  11.08  1.52  0.63
H  12.13  0.12  0.85
H  11.06  1.19  -1.78
H  12.75  0.82  -1.40
H  12.31  -1.56  -1.40
H  11.17  -1.03  -2.66
H  9.20  0.11  0.03
H  10.02  -0.93  1.22
C  -6.63  3.38  -1.31
C  -5.52  3.60  -2.31
C  -4.31  3.12  -1.54
O  -4.75  2.10  -0.65
C  -6.19  2.11  -0.62
H  -7.63  3.30  -1.76
H  -6.65  4.21  -0.59
H  -5.69  2.96  -3.19
H  -5.44  4.63  -2.65
H  -3.88  3.93  -0.94
H  -3.53  2.72  -2.20
H  -6.54  1.22  -1.16
H  -6.54  2.04  0.41
C  -2.26  -4.44  3.35
C  -1.76  -3.19  4.04
C  -0.85  -2.60  2.98
O  -1.39  -2.97  1.71
C  -2.40  -3.98  1.91
H  -3.20  -4.82  3.76
H  -1.51  -5.23  3.42
H  -2.59  -2.51  4.24
H  -1.24  -3.39  4.98
H  0.17  -3.01  3.05
H  -0.79  -1.51  3.05
H  -3.37  -3.52  1.74
H  -2.26  -4.79  1.20
C  -2.66  3.64  -6.04
C  -2.22  2.27  -6.53
C  -2.85  1.35  -5.50
O  -4.05  1.99  -5.05
C  -4.06  3.35  -5.52
H  -2.64  4.41  -6.81
H  -2.01  3.96  -5.22
H  -2.65  2.08  -7.52
H  -1.14  2.16  -6.60
H  -2.20  1.22  -4.64
H  -3.09  0.37  -5.92
H  -4.80  3.43  -6.32
H  -4.35  4.02  -4.71
C  -6.03  -7.77  6.38
C  -5.53  -6.52  7.07
C  -4.62  -5.92  6.02
O  -5.16  -6.29  4.75
C  -6.16  -7.30  4.94
H  -6.97  -8.15  6.79
H  -5.28  -8.56  6.45
H  -6.36  -5.84  7.28
H  -5.02  -6.72  8.02
H  -3.60  -6.33  6.09
H  -4.56  -4.83  6.09
H  -7.14  -6.83  4.76
H  -6.02  -8.11  4.22
C  -8.73  2.98  4.24
C  -7.25  2.68  4.40
C  -6.85  2.33  2.98
O  -7.70  3.09  2.10
C  -8.77  3.66  2.88
H  -9.14  3.61  5.03
H  -9.29  2.05  4.21
H  -6.72  3.59  4.72
H  -7.04  1.89  5.11
H  -7.01  1.27  2.77
H  -5.80  2.57  2.77
H  -8.58  4.73  2.96
H  -9.72  3.50  2.36

Mulliken population analysis, charges in e, atoms 1 to 5:
1. C -0.55
2. C -0.46
3. O -0.03
4. N 0.14
5. C -0.24

Record 2
Computed, not measured: 9 unconnected molecules or ions with the total composition C39H77BN2O39S8 at a distorted geometry, with ωB97M-V/def2-TZVPD.

E ... -7786.24748 Ha
Lowest unoccupied orbital energy ... 0.0071 Eh
HOMO level ... -8.46 eV
Molar mass ... 1465.37 g mol⁻¹
F_max ... 2.9 eV/Å
Kohn-Sham gap ... 8.6544 eV
SMILES ... CCCOC[C@]1(CC(C)C)C(=O)O[C@@](CC)(B(O)N(C)C)[C@@]1(CC=O)OCCNC[C@H](C)O.O=S1(=O)OCCO1.O=S1(=O)OCCO1.O=S1(=O)OCCO1.O=S1(=O)OCCO1.O=S1(=O)OCCO1.O=S1(=O)OCCO1.O=S1(=O)OCCO1.O=S1(=O)OCCO1
2S+1 ... 1

CARTESIAN COORDINATES (ANGSTROEM)
C  4.02  1.68  -1.86
C  3.88  3.11  -1.36
C  2.55  3.80  -1.71
O  1.55  2.82  -1.90
C  0.26  3.41  -2.02
C  -0.75  2.29  -2.20
C  -0.27  1.39  -3.37
C  0.10  2.10  -4.70
C  -0.67  1.42  -5.85
C  1.60  2.00  -5.03
C  -2.11  2.82  -2.74
O  -2.31  3.54  -3.66
O  -3.13  2.32  -2.00
C  -2.59  2.17  -0.63
C  -2.61  3.63  -0.08
C  -3.83  4.45  -0.49
B  -3.74  1.42  0.23
O  -5.02  1.48  -0.33
N  -3.61  0.75  1.53
C  -3.28  1.61  2.68
C  -2.96  -0.55  1.57
C  -1.23  1.52  -0.92
C  -0.39  1.80  0.37
C  0.91  1.03  0.44
O  0.99  -0.05  0.99
O  -1.16  0.12  -0.97
C  -2.06  -0.62  -1.80
C  -1.25  -1.68  -2.58
N  -1.69  -3.06  -2.38
C  -0.70  -3.87  -1.68
C  -0.43  -3.46  -0.22
C  1.05  -3.46  0.08
O  -1.04  -4.43  0.66
H  3.37  0.97  -1.35
H  3.86  1.58  -2.94
H  5.05  1.35  -1.67
H  4.09  3.14  -0.29
H  4.68  3.69  -1.84
H  2.68  4.34  -2.65
H  2.28  4.48  -0.89
H  0.10  4.02  -1.13
H  0.25  4.10  -2.87
H  -1.04  0.67  -3.62
H  0.59  0.79  -3.05
H  -0.20  3.14  -4.75
H  -1.71  1.25  -5.57
H  -0.66  2.04  -6.75
H  -0.23  0.44  -6.06
H  1.82  1.00  -5.40
H  2.22  2.18  -4.16
H  1.83  2.74  -5.79
H  -2.58  3.62  1.01
H  -1.72  4.20  -0.37
H  -3.71  5.44  -0.03
H  -4.77  4.06  -0.11
H  -3.89  4.63  -1.56
H  -5.19  0.67  -0.82
H  -2.34  2.17  2.61
H  -4.08  2.35  2.77
H  -3.33  1.00  3.58
H  -1.87  -0.55  1.41
H  -3.16  -1.02  2.53
H  -3.39  -1.20  0.80
H  -0.20  2.86  0.52
H  -0.97  1.44  1.22
H  1.82  1.47  0.03
H  -2.61  0.00  -2.51
H  -2.77  -1.17  -1.18
H  -0.22  -1.59  -2.23
H  -1.23  -1.44  -3.65
H  -2.60  -3.12  -1.94
H  -1.06  -4.90  -1.66
H  0.24  -3.88  -2.23
H  -0.88  -2.49  0.01
H  1.40  -4.49  -0.01
H  1.62  -2.85  -0.62
H  1.25  -3.15  1.11
H  -1.76  -4.00  1.13
O  2.61  -8.00  0.14
S  3.43  -6.84  0.16
O  3.42  -5.89  -0.90
O  4.94  -7.27  0.44
C  5.43  -6.60  1.62
C  4.20  -6.38  2.47
O  3.18  -6.05  1.52
H  5.87  -5.65  1.31
H  6.17  -7.20  2.12
H  4.33  -5.56  3.18
H  3.91  -7.28  3.01
O  -5.62  3.79  4.76
S  -5.95  4.69  3.71
O  -5.07  5.75  3.35
O  -7.41  5.27  3.99
C  -8.27  5.00  2.86
C  -7.71  3.72  2.27
O  -6.29  3.86  2.39
H  -8.19  5.83  2.16
H  -9.30  4.89  3.19
H  -7.99  3.59  1.23
H  -8.03  2.85  2.84
O  4.23  1.44  -8.93
S  3.31  0.59  -8.27
O  2.02  1.04  -7.89
O  4.04  -0.06  -7.00
C  4.00  -1.49  -7.08
C  3.98  -1.79  -8.57
O  3.14  -0.76  -9.11
H  3.09  -1.84  -6.59
H  4.87  -1.92  -6.58
H  3.57  -2.77  -8.80
H  4.97  -1.69  -9.01
O  6.76  -7.20  4.04
S  7.17  -7.21  5.41
O  8.53  -7.16  5.77
O  6.45  -8.45  6.13
C  5.67  -7.99  7.24
C  5.24  -6.59  6.85
O  6.39  -6.05  6.18
H  6.31  -7.98  8.13
H  4.83  -8.66  7.40
H  4.98  -5.98  7.70
H  4.41  -6.62  6.14
O  8.00  -2.62  2.52
S  7.67  -2.16  1.23
O  8.65  -2.00  0.22
O  6.83  -0.80  1.38
C  5.55  -0.92  0.75
C  5.22  -2.39  0.85
O  6.48  -3.05  0.64
H  5.65  -0.61  -0.29
H  4.82  -0.29  1.25
H  4.50  -2.72  0.11
H  4.86  -2.66  1.85
O  11.78  -6.43  6.56
S  10.95  -5.83  7.54
O  9.57  -5.65  7.33
O  11.63  -4.44  7.97
C  11.88  -4.42  9.38
C  12.10  -5.87  9.74
O  11.16  -6.58  8.94
H  11.00  -4.01  9.88
H  12.74  -3.79  9.59
H  11.92  -6.07  10.80
H  13.11  -6.20  9.47
O  -12.05  1.40  -1.00
S  -11.09  2.38  -0.63
O  -11.12  3.01  0.64
O  -11.05  3.50  -1.77
C  -9.71  3.61  -2.30
C  -9.12  2.23  -2.13
O  -9.63  1.79  -0.86
H  -9.17  4.36  -1.71
H  -9.75  3.93  -3.34
H  -8.03  2.24  -2.12
H  -9.47  1.55  -2.90
O  -8.64  7.29  0.08
S  -8.82  7.82  -1.23
O  -7.75  7.95  -2.14
O  -9.58  9.22  -1.09
C  -10.80  9.20  -1.84
C  -11.23  7.75  -1.82
O  -10.00  7.02  -1.95
H  -10.59  9.55  -2.85
H  -11.53  9.86  -1.37
H  -11.90  7.50  -2.64
H  -11.70  7.48  -0.87

Mulliken population analysis, charges in e, atoms 1 to 5:
1. C -0.69
2. C -0.47
3. C -0.86
4. O 0.60
5. C -2.46

Record 3
Computed, not measured: 4 unconnected molecules or ions with the total composition C39H78IN4O7P at a distorted geometry, with ωB97M-V/def2-TZVPD.

E ... -2917.11537 Ha
Lowest unoccupied orbital energy (alpha / beta) ... 0.0095 / -0.0102 Eh
HOMO level (alpha / beta) ... -8.72 / -9.53 eV
Molar mass ... 872.95 g mol⁻¹
F_max ... 5.8 eV/Å
⟨S²⟩ ... 6.0190
Kohn-Sham gap (alpha / beta) ... 8.9833 / 9.2518 eV
2S+1 ... 5

CARTESIAN COORDINATES (ANGSTROEM)
C  6.16  0.66  1.02
C  5.33  0.30  -0.39
I  6.83  -0.44  -1.81
C  4.77  1.72  -0.97
C  3.25  1.68  -1.58
P  2.99  3.42  -2.42
O  3.16  4.63  -1.39
O  4.34  3.59  -3.56
O  1.55  3.52  -3.39
C  2.20  1.65  -0.32
C  0.93  0.65  -0.57
C  -0.28  1.30  -1.49
C  0.24  0.41  0.94
N  1.41  -0.70  -1.02
O  2.07  -1.39  -0.07
C  2.09  -0.71  -2.36
C  3.12  -2.02  -2.36
C  1.06  -1.00  -3.64
C  2.98  0.59  -2.75
H  5.57  0.23  1.96
H  6.42  1.80  1.11
H  7.18  0.06  0.98
H  4.51  -0.47  -0.07
H  5.54  2.13  -1.75
H  4.74  2.52  -0.08
H  4.75  2.69  -3.75
H  1.70  4.19  -4.14
H  1.75  2.74  -0.18
H  2.79  1.44  0.70
H  -0.81  2.20  -0.93
H  0.03  1.55  -2.59
H  -1.12  0.45  -1.55
H  -0.48  1.27  1.24
H  -0.34  -0.62  0.85
H  1.11  0.29  1.75
H  4.09  -1.84  -1.72
H  3.50  -2.10  -3.49
H  2.57  -3.03  -2.12
H  1.49  -0.60  -4.66
H  1.05  -2.19  -3.76
H  -0.05  -0.70  -3.43
H  2.51  1.08  -3.73
H  4.05  0.19  -3.11
C  2.58  -3.75  5.51
C  2.49  -2.38  4.78
C  3.43  -1.35  5.47
C  2.90  -0.85  6.81
C  1.47  -0.33  6.68
C  0.51  -1.34  6.02
N  1.06  -1.92  4.75
O  0.95  -0.93  3.75
C  0.18  -2.48  7.02
C  -0.88  -0.64  5.81
C  3.06  -2.67  3.35
H  2.76  -3.65  6.58
H  1.67  -4.34  5.35
H  3.41  -4.35  5.13
H  3.58  -0.48  4.81
H  4.42  -1.79  5.62
H  2.95  -1.64  7.56
H  3.55  -0.04  7.18
H  1.11  -0.05  7.68
H  1.50  0.60  6.10
H  -0.43  -3.26  6.55
H  -0.39  -2.10  7.88
H  1.06  -2.95  7.46
H  -0.81  0.27  5.21
H  -1.31  -0.34  6.77
H  -1.59  -1.32  5.33
H  2.43  -3.40  2.82
H  4.07  -3.10  3.42
H  3.14  -1.78  2.74
C  -2.11  7.60  -1.85
C  -2.27  6.10  -1.52
C  -2.68  5.32  -2.80
C  -4.13  5.54  -3.22
C  -5.08  5.28  -2.06
C  -4.72  6.07  -0.77
N  -3.27  5.93  -0.40
O  -3.09  4.65  0.15
C  -5.08  7.57  -0.96
C  -5.67  5.61  0.38
C  -0.83  5.64  -1.11
H  -2.79  7.95  -2.63
H  -2.24  8.23  -0.96
H  -1.10  7.83  -2.23
H  -2.53  4.24  -2.64
H  -2.02  5.59  -3.63
H  -4.27  6.56  -3.60
H  -4.38  4.87  -4.05
H  -6.11  5.53  -2.37
H  -5.09  4.20  -1.84
H  -4.75  8.16  -0.10
H  -6.16  7.70  -1.04
H  -4.67  8.01  -1.86
H  -5.63  4.53  0.56
H  -6.72  5.83  0.13
H  -5.44  6.13  1.32
H  -0.49  6.17  -0.21
H  -0.11  5.86  -1.91
H  -0.76  4.56  -0.93
C  -3.97  -6.43  -1.87
C  -3.24  -5.44  -2.82
C  -2.24  -6.21  -3.72
C  -0.98  -6.68  -2.98
C  -0.32  -5.52  -2.25
C  -1.29  -4.75  -1.32
N  -2.57  -4.37  -2.00
O  -2.29  -3.29  -2.86
C  -1.59  -5.60  -0.06
C  -0.53  -3.51  -0.74
C  -4.38  -4.88  -3.73
H  -3.35  -7.28  -1.57
H  -4.34  -5.93  -0.97
H  -4.85  -6.87  -2.35
H  -1.92  -5.58  -4.56
H  -2.73  -7.09  -4.17
H  -1.23  -7.49  -2.28
H  -0.28  -7.11  -3.70
H  0.53  -5.91  -1.67
H  0.11  -4.84  -2.99
H  -2.35  -5.12  0.57
H  -0.69  -5.73  0.56
H  -1.93  -6.61  -0.28
H  -0.13  -2.85  -1.52
H  0.34  -3.82  -0.14
H  -1.18  -2.92  -0.08
H  -5.12  -4.32  -3.14
H  -4.91  -5.69  -4.24
H  -4.01  -4.22  -4.52

Mulliken population analysis, charges in e, atoms 1 to 5:
1. C -0.70
2. C 0.24
3. I 0.09
4. C -1.27
5. C 1.13